This record from OMol25 describes a structure of composition C51H32BrFeN4O2. The level of theory is wB97M-V/def2-TZVPD.

## Properties
E_HOMO (spin up / spin down) = -4.1 / -4.2 eV
total charge = -1
expectation value of S² = 6.01
lowest unoccupied orbital energy (spin up / spin down) = 1.5 / 1.5 eV
multiplicity = 5

Last column: Mulliken charge in e.
Positions of all 91 atoms, in Å:
Fe: 0.3822 0.2036 -0.0035  0.082
C: 7.6912 2.6940 -0.6367  -0.351
C: 7.0366 2.9030 0.5695  -0.822
C: 5.7352 2.4556 0.7429  -0.001
C: 5.0638 1.7934 -0.2832  -0.584
C: 5.7301 1.5911 -1.4897  -0.093
C: 7.0324 2.0360 -1.6659  -0.852
C: 3.6653 1.3107 -0.0940  1.480
C: 3.4660 -0.0743 -0.0907  0.204
C: 4.5156 -1.0688 -0.2102  -1.383
C: 3.9141 -2.2784 -0.1642  -1.404
C: 2.4930 -2.0331 -0.0015  0.472
N: 2.2699 -0.6984 0.0416  0.418
C: 1.5248 -3.0343 0.1619  1.561
C: 0.1728 -2.8355 0.4709  0.806
C: -0.7622 -3.8995 0.7815  -1.448
C: -1.9291 -3.3094 1.1194  -1.208
C: -1.7357 -1.8787 0.9699  0.536
C: -2.7110 -0.9017 1.2010  0.919
C: -4.0458 -1.3531 1.6893  -0.418
C: -4.8402 -2.2292 0.9527  -0.266
C: -6.0776 -2.6405 1.4261  -0.965
C: -6.5472 -2.1830 2.6493  -0.461
C: -5.7644 -1.3133 3.3959  -0.826
C: -4.5272 -0.9056 2.9199  -0.217
C: -2.5277 0.4834 1.0449  0.565
N: -1.3544 1.1093 0.7704  -0.259
C: -1.6094 2.4439 0.6990  0.192
C: -0.6585 3.4494 0.4791  1.732
C: -1.1516 4.8579 0.4575  -0.736
C: -1.1318 5.5991 -0.7217  0.005
C: -1.5884 6.9090 -0.7457  -0.863
C: -2.0739 7.5000 0.4125  -0.362
C: -2.0989 6.7709 1.5933  -0.838
C: -1.6410 5.4614 1.6140  0.019
C: 0.7160 3.2546 0.2912  0.362
C: 1.6919 4.3135 0.1424  -1.484
C: 2.8958 3.7153 -0.0105  -1.289
C: 2.6663 2.2862 0.0519  0.496
N: 1.3422 2.0512 0.2351  -0.005
C: -3.0244 2.6740 0.8955  -1.588
C: -3.5895 1.4641 1.1190  -1.050
N: -0.4584 -1.6377 0.5741  0.027
C: 1.9973 -4.4438 0.0257  -1.257
C: 2.0966 -5.2826 1.1336  0.064
C: 2.5469 -6.5878 0.9977  -0.866
C: 2.9065 -7.0743 -0.2517  -0.369
C: 2.8125 -6.2464 -1.3617  -0.934
C: 2.3619 -4.9413 -1.2231  -0.034
H: 8.7075 3.0416 -0.7736  0.379
H: 7.5418 3.4129 1.3807  0.376
H: 5.2249 2.6133 1.6853  0.461
H: 5.2119 1.0856 -2.2954  0.509
H: 7.5314 1.8715 -2.6128  0.375
H: 5.5703 -0.8670 -0.3028  0.486
H: 4.3832 -3.2473 -0.2180  0.451
H: -0.5481 -4.9547 0.7462  0.468
H: -2.8352 -3.7961 1.4389  0.563
H: -4.4815 -2.5788 -0.0053  0.790
H: -6.6783 -3.3185 0.8320  0.388
H: -7.5138 -2.5022 3.0183  0.376
H: -6.1148 -0.9531 4.3554  0.385
H: -3.9149 -0.2326 3.5074  0.471
H: -0.7574 5.1336 -1.6253  0.489
H: -1.5687 7.4673 -1.6734  0.379
H: -2.4304 8.5222 0.3950  0.376
H: -2.4734 7.2238 2.5031  0.374
H: -1.6568 4.8914 2.5348  0.454
H: 1.4822 5.3707 0.1561  0.472
H: 3.8486 4.1936 -0.1676  0.477
H: -3.5176 3.6315 0.8549  0.495
H: -4.6333 1.2514 1.2817  0.616
H: 1.8208 -4.8986 2.1083  0.491
H: 2.6206 -7.2248 1.8705  0.380
H: 3.2579 -8.0929 -0.3593  0.377
H: 3.0864 -6.6173 -2.3414  0.389
H: 2.2792 -4.2938 -2.0877  0.658
Br: -1.0692 -3.7475 -3.1252  -0.144
C: -2.2464 -2.2878 -2.8187  0.122
C: -3.6006 -2.5729 -2.7198  -0.365
C: -4.5014 -1.5466 -2.4788  -0.596
C: -4.0382 -0.2515 -2.2937  -0.477
C: -2.6813 0.0107 -2.3827  -0.272
C: -1.7630 -0.9952 -2.6795  0.741
C: -0.3120 -0.5904 -2.9123  -0.233
O: 0.2261 -0.9692 -3.9430  -0.702
O: 0.1976 0.1356 -1.9957  -0.164
H: -3.9404 -3.5943 -2.8306  0.425
H: -5.5599 -1.7665 -2.4112  0.367
H: -4.7305 0.5501 -2.0693  0.335
H: -2.3017 1.0123 -2.2200  0.351

Forces on atoms 1 to 3 (eV/Å):
-0.136 -0.123 -0.608
-0.018 -0.004 0.006
0.017 0.001 -0.007